A molecular structure, C34H35As2Cl5O5TeV at a distorted geometry, computed with wB97M-V/def2-TZVPD.

For the lowest unoccupied orbital energy (spin up / spin down), the calculation gives 0.087 / 0.087 Eh. The calculation puts the molar mass at 1029.30 g mol⁻¹. Its expectation value of S² is 2.027. The largest force on an atom is 0.07714 Eh/bohr. The multiplicity is 3. Its frontier orbital gap (spin up / spin down) is 0.25054 / 0.25911 hartree. The relative energy (zero: lowest compared OMol25 entry of this formula, charge and spin) is 0.0 kJ/mol. The calculation puts the highest occupied orbital energy (spin up / spin down) at -4.4 / -4.7 eV. The charge is -1.

```
83
Properties=species:S:1:pos:R:3:forces:R:3
Te -1.2116 1.0785 1.7849 0.387 0.235 1.157
As 3.2091 -0.2962 -0.6233 0.671 0.021 0.088
As 0.6080 1.7995 -1.0581 1.131 1.614 -0.478
V -0.9559 -0.0563 -0.5674 -1.992 1.223 1.657
Cl -4.4670 3.1856 -1.3582 0.121 0.105 -0.010
Cl -4.9361 -2.9796 -0.5292 0.059 -0.114 0.030
Cl -7.3009 1.8220 -1.3515 -0.060 0.099 -0.062
Cl -7.5166 -1.2721 -1.0791 -0.111 -0.078 0.037
Cl -4.4531 0.9461 -5.2704 -0.188 0.191 -0.009
O -2.4657 -1.2791 -0.4200 0.466 -0.769 -0.209
O -2.2444 1.1956 -0.8977 -0.735 1.630 -0.997
O 0.1700 -1.3290 -0.8474 2.506 -2.917 -0.973
O 1.4694 -3.1190 -0.6381 -0.484 0.516 -0.166
O -0.3146 -2.7984 -3.5023 -0.187 -0.078 0.277
C -0.6842 -2.1787 2.4077 -0.060 0.027 -0.041
C 2.1769 3.5289 0.7234 -0.278 0.098 -0.070
C -3.2226 -0.1146 -4.6739 0.173 -0.078 0.092
C 2.1943 2.3437 -0.0083 0.088 -0.263 0.085
C -4.6209 1.4833 -1.1106 0.190 0.013 -0.043
C 1.7703 -1.7942 6.7395 -0.070 0.038 -0.064
C -3.4753 0.7314 -0.9146 -1.148 -0.755 0.054
C 0.8230 -2.3241 -1.3141 1.099 -1.363 -0.349
C 1.3910 2.0998 -2.8550 0.026 -0.124 -0.001
C 4.4569 1.9874 0.7435 0.098 -0.128 -0.095
C -2.8200 -3.7922 -3.8414 0.087 0.063 0.031
C 3.2789 3.9417 1.4546 0.004 0.046 -0.005
C -5.9753 -0.5035 -0.9688 -0.005 0.192 -0.012
C -3.5129 -1.4595 -4.4933 0.103 0.036 0.085
C 1.1747 0.2390 5.3894 0.060 -0.114 0.059
C 0.5842 -1.8923 4.5212 0.014 0.106 0.061
C -0.0827 0.1051 3.3369 -0.054 -0.071 -0.257
C -4.8354 -1.2678 -0.7291 0.217 -0.017 -0.070
C -1.9625 0.3752 -4.3971 -0.064 -0.010 0.033
C 4.4354 3.1828 1.4402 0.102 -0.002 0.049
C -0.9695 -0.4964 -3.9653 0.203 -0.180 0.079
C -0.3637 3.4941 -1.0396 -0.123 0.113 0.018
C 1.1841 -1.1418 5.5189 0.004 0.006 -0.001
C -2.5402 -2.3342 -4.0452 0.195 -0.050 0.149
C 3.3445 1.5400 0.0391 -0.338 0.224 -0.084
C -5.8765 0.8726 -1.1283 -0.080 -0.181 -0.028
C 5.1348 -0.6748 -0.9717 -0.302 0.000 -0.048
C -0.0533 -1.2927 3.4399 -0.069 -0.053 -0.115
C -3.5746 -0.6717 -0.6735 -1.041 0.759 -0.139
C -1.2452 -1.8483 -3.7937 -0.222 0.322 -0.316
C 0.9032 -2.4865 -2.8518 0.116 0.210 0.240
C 0.5661 0.8707 4.3136 -0.056 0.123 -0.055
C 0.5967 2.3716 4.2497 0.026 -0.057 -0.091
C 3.1093 -0.9938 1.2041 -0.077 -0.248 0.010
H -0.4103 2.7722 4.3741 0.006 0.135 -0.020
H -3.8889 -3.9936 -3.8517 -0.022 0.004 -0.037
H -2.3284 -4.3757 -4.6228 -0.035 -0.102 0.039
H 0.0325 -0.1139 -3.8178 -0.046 -0.007 0.106
H 2.1421 -2.7922 6.5130 0.047 -0.046 0.022
H 1.0025 -1.8895 7.5101 0.035 -0.044 0.083
H -4.5080 -1.8306 -4.6969 -0.052 0.026 0.012
H -0.7819 3.6823 -0.0500 0.028 -0.075 -0.063
H -0.7898 -3.1953 2.7851 -0.001 -0.038 0.001
H 2.0191 1.2588 -3.1583 -0.073 0.043 0.054
H 3.0682 -2.0792 1.1781 -0.066 -0.084 -0.026
H 5.2014 -1.6576 -1.4411 -0.037 0.031 0.031
H -1.7432 1.4268 -4.5193 -0.038 0.026 -0.032
H 1.2460 2.7786 5.0238 -0.025 0.023 0.083
H 1.6459 0.8415 6.1584 0.039 0.060 0.008
H 0.2932 4.3162 -1.3337 0.019 -0.111 0.032
H -0.0681 -2.2219 1.5053 -0.059 -0.008 0.010
H 5.3510 1.3745 0.7679 -0.003 0.015 0.031
H 1.9940 3.0104 -2.8592 -0.079 -0.068 0.071
H 5.7403 -0.6880 -0.0664 -0.045 0.063 0.052
H 3.2298 4.8492 2.0429 -0.015 0.040 -0.043
H 0.5701 2.2148 -3.5680 0.059 -0.030 0.050
H 1.5377 -3.3546 -3.0231 -0.014 0.133 0.007
H -1.6673 -1.8036 2.1175 0.028 -0.066 -0.058
H 0.9665 2.7036 3.2785 -0.056 0.047 -0.020
H 1.2821 4.1390 0.7439 0.036 -0.043 0.009
H 5.5306 0.0644 -1.6698 -0.021 -0.004 0.035
H 5.3102 3.5034 1.9921 0.003 0.005 0.016
H -1.1964 3.4256 -1.7407 0.065 -0.118 0.043
H 3.9688 -0.6669 1.7903 -0.001 0.083 -0.067
H 2.5833 -1.1966 7.1489 0.063 -0.017 0.051
H -2.4084 -4.1080 -2.8836 -0.047 -0.091 0.007
H 1.3909 -1.5950 -3.2712 -0.097 -0.095 0.020
H 0.5890 -2.9749 4.5841 0.011 -0.040 0.025
H 2.1952 -0.6221 1.6717 -0.006 -0.005 -0.032
```
Positions in Å, forces in eV/Å.

Okay, here come the Mulliken numbers, in e, for every atom: atom 1 (Te): 0.0448, atom 2 (As): 0.5523, atom 3 (As): 0.9877, atom 4 (V): 0.3384, atom 5 (Cl): -0.2566, atom 6 (Cl): -0.2314, atom 7 (Cl): -0.2488, atom 8 (Cl): -0.2389, atom 9 (Cl): -0.2639, atom 10 (O): -0.8101, atom 11 (O): 0.9594, atom 12 (O): 1.2395, atom 13 (O): -0.6856, atom 14 (O): -0.4856, atom 15 (C): -1.7742, atom 16 (C): -0.7722, atom 17 (C): 0.2668, atom 18 (C): -0.0452, atom 19 (C): 0.1263, atom 20 (C): -1.5344, atom 21 (C): -0.6359, atom 22 (C): 0.2768, atom 23 (C): -1.4127, atom 24 (C): -0.5815, atom 25 (C): -1.6832, atom 26 (C): -0.5443, atom 27 (C): 0.2768, atom 28 (C): -0.6418, atom 29 (C): -1.0621, atom 30 (C): -1.2346, atom 31 (C): -0.2900, atom 32 (C): 0.4032, atom 33 (C): -0.8264, atom 34 (C): -0.8110, atom 35 (C): -0.3287, atom 36 (C): -1.3773, atom 37 (C): 0.6219, atom 38 (C): 1.1995, atom 39 (C): 0.0608, atom 40 (C): 0.4222, atom 41 (C): -1.3746, atom 42 (C): 1.5065, atom 43 (C): -0.2838, atom 44 (C): 0.4316, atom 45 (C): -0.8689, atom 46 (C): 1.2543, atom 47 (C): -1.5156, atom 48 (C): -0.8546, atom 49 (H): 0.3243, atom 50 (H): 0.4226, atom 51 (H): 0.3511, atom 52 (H): 0.2215, atom 53 (H): 0.3652, atom 54 (H): 0.2898, atom 55 (H): 0.3763, atom 56 (H): 0.3624, atom 57 (H): 0.4327, atom 58 (H): 0.3321, atom 59 (H): 0.4695, atom 60 (H): 0.4076, atom 61 (H): 0.3728, atom 62 (H): 0.3869, atom 63 (H): 0.3051, atom 64 (H): 0.4304, atom 65 (H): 0.2268, atom 66 (H): 0.2471, atom 67 (H): 0.4594, atom 68 (H): 0.4016, atom 69 (H): 0.3843, atom 70 (H): 0.3852, atom 71 (H): 0.3709, atom 72 (H): 0.2904, atom 73 (H): 0.1072, atom 74 (H): 0.2557, atom 75 (H): 0.3835, atom 76 (H): 0.3941, atom 77 (H): 0.3458, atom 78 (H): 0.5942, atom 79 (H): 0.3795, atom 80 (H): 0.2906, atom 81 (H): 0.1607, atom 82 (H): 0.3360, atom 83 (H): -0.1587